Record 1
{"formula": "C31H58BBr2ClFN4O4S3", "method": "the ωB97M-V functional and the def2-TZVPD basis", "elements": ["C", "C", "C", "Br", "N", "C", "C", "C", "F", "C", "C", "O", "C", "Br", "C", "C", "C", "C", "S", "O", "O", "Cl", "C", "C", "C", "C", "S", "C", "S", "N", "C", "C", "C", "C", "B", "C", "O", "H", "H", "H", "H", "H", "H", "H", "H", "H", "H", "H", "H", "H", "H", "H", "H", "H", "H", "H", "H", "H", "H", "H", "H", "H", "H", "H", "H", "H", "H", "H", "H", "H", "H", "H", "H", "H", "H", "H", "H", "H", "H", "H", "H", "C", "C", "C", "C", "N", "H", "H", "H", "H", "H", "H", "H", "C", "C", "C", "C", "N", "H", "H", "H", "H", "H", "H", "H"], "xyz": [[3.671, 1.838, -1.978], [2.969, 1.307, -0.624], [1.662, 2.168, -0.380], [2.284, 3.766, 0.688], [0.537, 1.540, 0.373], [0.908, 0.398, 1.292], [1.874, 0.794, 2.486], [1.302, 1.881, 3.485], [2.362, 2.396, 4.286], [-0.348, -0.332, 1.976], [0.169, -1.817, 2.340], [-1.419, -0.541, 1.041], [-1.886, 0.730, 0.551], [-3.554, 0.224, -0.455], [-2.334, 1.761, 1.667], [-3.789, 2.424, 1.493], [-3.818, 3.614, 2.598], [-3.959, 5.050, 1.947], [-3.882, 6.259, 3.376], [-3.054, 5.711, 4.500], [-5.254, 6.538, 3.918], [-2.936, 8.029, 2.780], [-0.724, 1.267, -0.449], [-0.368, 0.190, -1.553], [0.117, 0.708, -2.971], [1.277, -0.252, -3.538], [2.190, 0.483, -4.961], [1.931, -0.536, -6.467], [0.365, -0.981, -6.841], [3.116, -0.853, -7.247], [3.333, 0.229, -8.254], [4.344, 1.335, -7.689], [3.057, -2.210, -7.854], [4.509, -2.877, -7.616], [-1.398, 2.645, -1.031], [-2.290, 2.790, -2.360], [-1.173, 3.874, -0.307], [2.930, 2.134, -2.770], [4.332, 2.708, -1.707], [4.367, 1.039, -2.390], [3.768, 1.441, 0.167], [2.765, 0.207, -0.829], [1.425, 2.628, -1.371], [0.225, 2.280, 1.039], [1.418, -0.456, 0.746], [2.884, 1.189, 2.146], [2.134, -0.109, 3.126], [0.544, 1.441, 4.197], [0.815, 2.772, 2.998], [-0.650, 0.110, 2.965], [1.290, -1.902, 2.322], [-0.241, -2.533, 1.575], [-0.189, -2.121, 3.374], [-1.638, 2.623, 1.869], [-2.427, 1.204, 2.657], [-4.625, 1.741, 1.790], [-3.924, 2.945, 0.506], [-4.740, 3.466, 3.247], [-2.939, 3.506, 3.297], [-4.999, 5.159, 1.531], [-3.138, 5.300, 1.217], [0.457, -0.522, -1.212], [-1.222, -0.527, -1.777], [0.441, 1.776, -3.061], [-0.741, 0.567, -3.705], [0.773, -1.208, -3.897], [1.998, -0.572, -2.732], [2.332, 0.756, -8.410], [3.644, -0.151, -9.266], [5.368, 0.873, -7.572], [4.034, 1.716, -6.670], [4.408, 2.237, -8.367], [2.932, -2.164, -8.975], [2.326, -2.905, -7.362], [4.397, -4.001, -7.525], [4.888, -2.504, -6.611], [5.234, -2.652, -8.445], [-2.582, 1.752, -2.714], [-1.634, 3.214, -3.184], [-3.250, 3.365, -2.213], [-1.372, 4.599, -0.932], [0.264, -3.922, 7.518], [0.348, -4.456, 6.092], [1.715, -4.226, 5.444], [2.006, -2.761, 5.372], [2.234, -1.622, 5.313], [0.405, -2.839, 7.552], [-0.718, -4.134, 7.946], [1.020, -4.387, 8.156], [-0.430, -3.980, 5.487], [0.135, -5.528, 6.102], [1.726, -4.638, 4.433], [2.501, -4.719, 6.019], [-3.594, -3.634, 1.287], [-4.356, -4.531, 2.253], [-3.619, -4.681, 3.583], [-2.276, -5.292, 3.345], [-1.235, -5.767, 3.151], [-2.620, -4.058, 1.031], [-4.150, -3.516, 0.354], [-3.436, -2.640, 1.715], [-4.507, -5.511, 1.792], [-5.348, -4.110, 2.435], [-4.185, -5.317, 4.267], [-3.488, -3.706, 4.057]], "atomic_forces_ev_per_a": [[0.47, -0.15, 0.74], [0.63, -0.11, -1.61], [2.84, 0.68, -0.32], [-0.44, -0.63, -0.63], [-1.24, 0.54, 1.34], [0.64, -2.07, 1.86], [0.79, 0.91, 0.59], [-0.16, -0.08, 0.54], [-1.09, -0.71, -1.14], [1.52, -1.82, 0.03], [-0.41, 0.20, 0.10], [-0.11, 1.77, 0.80], [0.43, -0.50, 0.03], [1.14, -0.07, 0.16], [-1.30, -0.31, 0.74], [0.94, 1.83, 1.36], [-0.80, -0.51, 0.32], [0.31, -0.32, 0.35], [-1.81, -0.87, 5.80], [-0.71, 1.00, -3.54], [2.94, -0.19, -2.85], [-0.61, -1.04, -0.18], [-1.50, -0.48, -1.12], [0.42, -0.93, -0.67], [0.00, -0.92, -1.07], [-1.48, -0.79, -0.04], [0.73, -0.24, -0.15], [-1.12, -0.78, -0.05], [1.76, 0.19, 0.47], [-2.04, 0.24, 0.16], [-0.16, 2.31, 0.34], [0.09, -0.44, -0.17], [2.05, -1.32, -0.28], [-0.66, -0.14, 0.55], [0.06, 2.24, -0.02], [0.24, -1.48, -0.26], [0.15, -2.02, -1.45], [0.76, -0.31, 0.75], [-0.83, -0.69, -0.47], [-1.01, 0.92, 0.46], [-1.38, -0.44, -0.61], [-0.04, 1.35, 0.66], [-0.72, -0.68, 1.18], [0.26, -0.23, -0.48], [-0.66, 1.52, 0.11], [-1.36, -0.44, 0.15], [-0.57, 0.91, -0.98], [0.90, 0.38, -0.67], [0.55, -0.80, 0.26], [0.00, 0.10, -1.32], [-1.12, 0.17, 0.12], [0.32, 0.74, 0.77], [0.44, 0.35, -1.34], [-0.32, -0.96, -0.55], [0.29, 0.53, -1.31], [0.96, 0.43, -0.87], [-0.02, -1.05, 0.73], [1.16, 0.23, -0.73], [-0.91, 0.54, -0.84], [1.19, 0.17, 0.25], [-0.91, -0.20, 0.76], [-1.06, 1.06, 0.08], [0.83, 1.18, 0.69], [-0.25, -0.83, 0.38], [1.08, 0.49, 0.84], [0.67, 1.16, 0.34], [-0.49, 0.61, -0.91], [1.17, -0.66, -0.11], [-0.07, 0.07, 1.29], [-1.06, 0.57, -0.16], [0.17, -0.55, -1.13], [-0.09, -1.12, 0.60], [-0.50, -0.04, 1.25], [0.45, 1.17, -0.60], [0.17, 1.22, -0.30], [-0.27, -0.42, -1.37], [-0.67, -0.09, 0.94], [0.24, 1.32, 0.23], [-0.91, -0.16, 0.86], [1.18, -0.34, -0.19], [-0.07, -0.26, 0.66], [-0.02, 0.02, 0.02], [-0.24, 0.02, 0.34], [-0.15, 0.68, -0.02], [0.46, 0.69, -0.12], [-0.48, -1.57, -0.07], [0.06, -0.05, 0.00], [0.09, -0.02, 0.00], [-0.06, 0.05, -0.01], [0.08, -0.11, -0.08], [0.07, 0.06, -0.18], [0.07, 0.10, 0.02], [0.02, 0.15, -0.04], [-0.08, 0.06, -0.16], [-0.04, 0.14, -0.32], [0.45, -0.46, -0.27], [0.69, -0.30, 0.19], [-1.35, 0.73, 0.23], [-0.03, 0.02, 0.06], [0.04, 0.05, 0.06], [0.02, -0.03, -0.06], [0.01, 0.02, 0.15], [0.07, -0.06, 0.11], [0.17, 0.00, 0.02], [0.10, -0.08, 0.00]], "total_energy_ha": -8663.08980, "charge": 1, "fmax_ev_per_a": 6.1}

***

Record 2
{"formula": "C4H10O3", "method": "the ωB97M-V functional and the def2-TZVPD basis", "elements": ["O", "C", "C", "C", "C", "O", "H", "H", "H", "H", "H", "H", "H", "H", "O", "H", "H"], "xyz": [[-0.748, 3.563, 0.799], [-0.608, 2.736, -0.057], [-1.108, 1.304, 0.006], [0.014, 0.280, 0.230], [-0.440, -1.047, 0.749], [0.431, -2.124, 0.787], [0.134, 2.904, -0.847], [-1.914, 1.028, 0.728], [-1.543, 1.053, -0.987], [0.367, 0.035, -0.737], [0.827, 0.651, 0.798], [-1.312, -1.357, 0.201], [-0.677, -0.821, 1.850], [1.339, -1.807, 1.194], [1.596, -1.905, -1.878], [1.159, -2.485, -1.230], [2.484, -2.008, -1.607]], "atomic_forces_ev_per_a": [[-0.53, 0.36, 0.06], [0.73, -1.19, 1.12], [-1.44, -1.14, -0.17], [0.15, -0.12, -1.59], [-1.41, 1.34, 3.43], [3.91, 0.22, 0.47], [-0.11, 0.15, -0.60], [0.46, 1.16, -0.18], [0.18, 0.25, 0.42], [1.08, 0.07, -1.17], [0.83, 0.54, 0.79], [-0.48, -0.29, -0.02], [-0.62, -0.46, -1.28], [-2.79, -0.94, -1.18], [-1.44, -0.40, 0.00], [-0.30, 0.38, -0.21], [1.78, 0.07, 0.13]], "total_energy_ha": -384.07669, "relative_energy_kcal_mol": 45.8, "charge": 0, "fmax_ev_per_a": 3.9}

***

Record 3
{"formula": "C29H73N3O13", "method": "the ωB97M-V functional and the def2-TZVPD basis", "elements": ["C", "C", "C", "C", "C", "C", "C", "C", "C", "N", "O", "H", "H", "H", "H", "H", "H", "H", "H", "H", "H", "H", "H", "H", "H", "H", "H", "H", "H", "H", "C", "O", "C", "C", "N", "C", "C", "O", "C", "H", "H", "H", "H", "H", "H", "H", "H", "H", "H", "H", "H", "H", "H", "H", "C", "O", "C", "C", "N", "C", "C", "O", "C", "H", "H", "H", "H", "H", "H", "H", "H", "H", "H", "H", "H", "H", "H", "H", "O", "C", "C", "O", "H", "H", "H", "H", "H", "H", "O", "C", "C", "O", "H", "H", "H", "H", "H", "H", "O", "C", "C", "O", "H", "H", "H", "H", "H", "H", "O", "C", "C", "O", "H", "H", "H", "H", "H", "H"], "xyz": [[-1.880, 3.947, 1.404], [-1.342, 4.073, 0.007], [-1.858, 5.350, -0.634], [0.160, 4.203, 0.250], [1.092, 3.950, -0.930], [0.749, 2.614, -1.598], [-0.744, 2.453, -1.944], [-1.171, 3.203, -3.215], [-0.962, 0.983, -2.276], [-1.541, 2.817, -0.733], [-2.850, 2.435, -0.799], [-1.399, 3.135, 1.949], [-1.716, 4.879, 1.945], [-2.959, 3.808, 1.477], [-1.929, 6.166, 0.085], [-1.191, 5.787, -1.378], [-2.803, 5.181, -1.151], [0.404, 5.240, 0.482], [0.527, 3.615, 1.091], [1.087, 4.686, -1.735], [2.133, 3.941, -0.607], [1.179, 1.766, -1.066], [1.254, 2.562, -2.563], [-0.709, 4.183, -3.338], [-2.238, 3.420, -3.274], [-0.944, 2.768, -4.188], [-1.420, 0.481, -1.424], [-0.071, 0.515, -2.695], [-1.771, 0.786, -2.979], [-2.986, 1.602, -0.341], [5.111, -2.722, 2.648], [3.883, -3.359, 3.060], [3.134, -2.645, 4.041], [1.699, -3.255, 4.198], [1.053, -3.258, 2.926], [-0.016, -4.264, 2.866], [-0.556, -4.378, 1.410], [-1.115, -3.138, 1.034], [-1.598, -3.277, -0.319], [5.641, -3.456, 2.041], [5.755, -2.409, 3.470], [4.924, -1.806, 2.087], [2.955, -1.612, 3.743], [3.696, -2.699, 4.974], [1.168, -2.525, 4.809], [1.766, -4.279, 4.567], [1.683, -3.566, 2.199], [-0.772, -3.973, 3.594], [0.222, -5.261, 3.237], [-1.255, -5.206, 1.291], [0.253, -4.571, 0.705], [-0.794, -3.453, -1.033], [-2.116, -2.384, -0.672], [-2.283, -4.125, -0.305], [-9.819, -1.718, -3.760], [-8.619, -1.090, -3.311], [-7.505, -1.978, -3.339], [-6.218, -1.216, -2.936], [-5.795, -1.383, -1.581], [-4.633, -0.576, -1.149], [-4.516, -0.525, 0.330], [-3.462, 0.342, 0.695], [-3.075, 0.189, 2.067], [-9.610, -2.241, -4.693], [-10.625, -1.035, -4.031], [-10.234, -2.421, -3.038], [-7.136, -2.314, -4.308], [-7.638, -2.880, -2.742], [-6.368, -0.164, -3.182], [-5.336, -1.598, -3.450], [-6.561, -1.110, -0.982], [-4.893, 0.417, -1.515], [-3.766, -0.933, -1.704], [-4.328, -1.556, 0.629], [-5.470, -0.194, 0.738], [-3.909, 0.270, 2.764], [-2.198, 0.822, 2.199], [-2.590, -0.764, 2.275], [1.645, 0.946, 4.349], [2.286, 2.155, 3.885], [3.502, 1.898, 2.970], [3.275, 1.666, 1.589], [1.348, 0.430, 3.596], [1.618, 2.814, 3.331], [2.483, 2.614, 4.854], [4.133, 1.123, 3.404], [4.096, 2.808, 3.054], [3.132, 2.523, 1.181], [1.819, -1.485, -3.563], [3.007, -0.975, -4.196], [3.700, 0.032, -3.224], [4.357, -0.587, -2.153], [2.026, -2.016, -2.790], [3.601, -1.817, -4.553], [2.539, -0.517, -5.067], [3.121, 0.804, -2.717], [4.490, 0.548, -3.770], [3.731, -0.751, -1.444], [2.305, -0.381, -0.305], [1.163, -1.140, 0.055], [0.240, -0.367, 1.030], [0.374, -0.568, 2.341], [2.532, 0.090, 0.501], [0.716, -1.479, -0.879], [1.533, -2.079, 0.467], [-0.733, -0.753, 0.726], [0.284, 0.692, 0.778], [0.460, -1.522, 2.409], [7.185, 1.716, 0.095], [6.304, 0.679, 0.479], [6.778, -0.723, -0.082], [8.142, -1.053, 0.111], [7.741, 1.850, 0.866], [6.333, 0.608, 1.566], [5.267, 0.905, 0.233], [6.625, -0.769, -1.160], [6.187, -1.567, 0.274], [8.418, -1.622, -0.611]], "atomic_forces_ev_per_a": [[-1.14, -0.02, 0.87], [1.09, -0.50, -0.16], [-0.16, 0.51, -0.80], [1.54, 1.16, -0.81], [-0.35, -1.22, -0.81], [0.28, 0.45, -0.69], [-0.52, -0.01, 0.00], [0.11, 1.61, -0.59], [-1.20, -0.68, 0.29], [2.07, -0.63, 0.59], [-1.67, 1.08, -1.37], [0.00, -0.05, -0.05], [0.34, 0.03, 0.05], [-0.11, -0.21, -0.35], [-0.41, -0.19, 0.26], [0.28, -0.44, -0.28], [-0.19, 0.08, 0.28], [-0.44, 0.25, 0.62], [-0.33, -0.31, 0.03], [-0.45, 0.51, 0.28], [0.11, -0.05, 0.21], [-0.52, -0.11, 0.39], [0.20, 0.05, -0.22], [0.19, 0.33, 0.47], [-0.18, -0.33, 0.46], [0.27, -0.82, 0.28], [0.94, -0.41, 0.53], [0.05, -0.15, 0.36], [0.03, 0.57, -0.53], [0.38, -0.27, 0.58], [-0.74, -0.23, 0.26], [0.24, 0.35, -0.17], [-0.58, -0.61, -0.24], [2.10, 0.76, -0.18], [-0.97, -1.11, -1.42], [-0.97, 0.39, -0.66], [0.57, 0.67, 1.28], [-0.53, 0.01, -0.99], [-0.11, 0.05, 0.66], [-0.06, 0.18, -0.03], [-0.06, -0.31, 0.43], [-0.26, -0.05, -0.29], [0.37, 0.30, -0.07], [-0.21, 0.25, 0.28], [-0.10, -0.53, 0.66], [-0.08, 0.06, 0.66], [0.73, 0.21, 0.03], [-0.54, 0.32, -0.38], [0.81, -0.30, -0.21], [-0.32, -0.03, 0.21], [0.51, -0.31, 0.07], [0.28, -0.23, 0.07], [-0.03, 0.13, 0.49], [-0.17, -0.02, -0.44], [0.29, -0.31, -0.54], [-0.16, -0.50, -0.22], [1.65, 0.68, 0.20], [0.32, -0.14, 0.29], [-0.30, -0.63, 2.31], [-1.64, 0.60, -2.25], [0.29, -0.76, -0.11], [-0.18, -0.75, 0.82], [1.06, -0.39, -0.51], [0.05, -0.35, -0.05], [0.42, 0.62, 0.42], [0.19, -0.13, 0.20], [-1.30, -0.09, -0.82], [-0.23, 0.06, 0.31], [-0.01, 0.30, -0.37], [-0.31, 0.07, -0.94], [-0.26, -0.07, 0.25], [0.75, 0.67, -0.04], [0.31, 0.03, 0.35], [0.13, -0.08, 0.64], [-0.09, 0.09, 0.31], [0.05, 0.62, -0.05], [-0.65, 0.77, 0.36], [-0.38, -0.70, -0.43], [0.45, 0.76, -0.24], [-0.48, -1.62, -0.06], [0.50, 1.16, 1.45], [-0.55, -0.49, 0.31], [-0.41, -0.25, -0.50], [-0.45, 0.03, -0.04], [0.81, 0.46, -0.42], [-0.21, -0.38, -0.32], [0.26, 0.21, -0.01], [-0.12, 0.02, -0.21], [-0.32, -0.30, 0.04], [-1.58, 0.73, 1.29], [0.85, -0.21, -0.67], [0.91, -1.16, 0.00], [0.36, 0.00, 0.03], [0.61, 0.25, 0.31], [0.60, 0.51, -0.11], [-1.07, -0.01, -0.96], [0.03, 0.10, -0.25], [-0.45, 0.14, 0.28], [0.17, 0.13, -0.08], [0.71, -0.27, 0.27], [-1.34, -0.19, -4.24], [1.11, 0.19, 2.44], [0.60, 0.54, 0.17], [-0.61, 0.63, -0.02], [-0.19, -0.18, 0.66], [-0.57, 0.44, -0.16], [0.00, 0.12, 0.00], [0.17, -1.20, 1.00], [-0.23, 0.16, 0.01], [1.12, -1.80, 0.39], [-0.67, 0.18, -1.38], [0.50, 0.57, 0.96], [0.28, 0.17, -0.31], [-0.13, -0.10, 0.30], [0.18, -0.19, -0.48], [-0.40, 0.56, -0.10], [-0.49, 0.30, 0.53], [-0.06, 0.14, 0.03]], "total_energy_ha": -2290.84936, "charge": 0, "fmax_ev_per_a": 4.5}